(1)
{
  "formula": "C21H59N4O7",
  "method": "ωB97M-V/def2-TZVPD",
  "elements": ["O", "H", "H", "H", "O", "H", "H", "H", "O", "H", "C", "C", "C", "O", "C", "N", "H", "H", "H", "H", "H", "H", "H", "H", "H", "H", "H", "C", "C", "C", "O", "C", "N", "H", "H", "H", "H", "H", "H", "H", "H", "H", "H", "H", "C", "C", "C", "O", "C", "N", "H", "H", "H", "H", "H", "H", "H", "H", "H", "H", "H", "C", "C", "C", "C", "C", "C", "N", "O", "C", "C", "C", "H", "H", "H", "H", "H", "H", "H", "H", "H", "H", "H", "H", "H", "H", "H", "H", "H", "H", "H"],
  "positions_angstrom": [[-2.095383, -4.229163, 0.371200], [-2.733834, -4.364608, -0.356958], [-2.335070, -4.844005, 1.092670], [-2.139484, -3.251199, 0.710671], [-4.573244, -1.378264, 1.788267], [-5.228599, -1.701224, 1.140396], [-4.629195, -1.948829, 2.577658], [-3.603463, -1.434843, 1.364117], [-2.347782, -1.706780, 0.624785], [-1.728534, -0.975340, 0.669122], [2.409034, -2.428524, 2.301788], [1.218466, -1.790078, 1.553366], [1.185267, -2.096777, 0.072231], [2.389896, -1.815379, -0.635338], [2.523579, -2.459940, -1.861567], [-0.030966, -2.234212, 2.218204], [2.269515, -2.360949, 3.378195], [3.309383, -1.887704, 2.003930], [2.568776, -3.468906, 2.015168], [1.285939, -0.719346, 1.768746], [0.359507, -1.568663, -0.421727], [0.877009, -3.141598, -0.057982], [3.577047, -2.481247, -2.151217], [1.960012, -1.958975, -2.655223], [2.282438, -3.529764, -1.854581], [-0.875952, -2.078375, 1.670143], [-0.058797, -1.644312, 3.043201], [-2.791232, 2.159365, 3.140234], [-2.129296, 0.871807, 3.686515], [-0.685716, 1.101328, 4.103965], [-0.210879, -0.146418, 4.606649], [1.073454, -0.094506, 5.195266], [-3.007489, 0.364545, 4.746555], [-3.851723, 2.071411, 2.908549], [-2.280440, 2.594676, 2.279174], [-2.716383, 2.917708, 3.923736], [-2.029531, 0.180511, 2.835934], [-0.612905, 1.934988, 4.810722], [-0.093158, 1.457620, 3.255165], [1.135367, 0.512376, 6.100541], [1.875054, 0.178024, 4.503214], [1.291727, -1.118390, 5.503990], [-3.836159, -0.088366, 4.362816], [-2.536333, -0.505206, 5.023366], [-2.337242, -3.315006, -4.024730], [-2.362291, -2.255794, -2.907169], [-1.895460, -0.825117, -3.190536], [-0.552428, -1.004791, -3.638291], [-0.138104, 0.080240, -4.427970], [-3.746259, -2.223020, -2.354869], [-2.584274, -4.280336, -3.568932], [-1.299478, -3.519781, -4.286716], [-3.052380, -3.052480, -4.797569], [-1.714917, -2.564511, -2.076287], [-2.031835, -0.266776, -2.258129], [-2.512158, -0.294568, -3.920471], [0.926730, 0.103482, -4.651763], [-0.302543, 1.031448, -3.898790], [-0.738477, 0.203387, -5.335913], [-4.002170, -3.145444, -2.002543], [-3.653528, -1.731338, -1.462047], [1.145989, 3.148756, 0.931471], [0.805440, 2.395210, -0.371787], [0.284379, 3.354120, -1.446988], [1.329298, 4.124447, -2.241479], [2.375509, 3.141303, -2.774952], [3.008874, 2.316484, -1.656980], [1.980604, 1.647105, -0.824782], [2.565994, 0.833271, 0.140790], [3.844690, 1.219286, -2.342357], [3.985467, 3.255642, -0.948277], [-0.355143, 1.433618, -0.080619], [0.258983, 3.601253, 1.374487], [1.948941, 3.877672, 0.799578], [1.652757, 2.493389, 1.645914], [-0.159444, 2.742876, -2.242363], [-0.473672, 4.049355, -1.085722], [1.786354, 4.888681, -1.606737], [0.912102, 4.667083, -3.091298], [3.110504, 3.740720, -3.311790], [1.896096, 2.445031, -3.470606], [4.463486, 1.570456, -3.165424], [4.438515, 0.766971, -1.544895], [3.212349, 0.420776, -2.737645], [4.416546, 2.827572, -0.038640], [4.786687, 3.443450, -1.664921], [3.648152, 4.234316, -0.602827], [-1.159934, 1.999658, 0.388947], [0.004470, 0.685130, 0.634761], [-0.656278, 0.907413, -0.986666], [2.509204, -0.063097, -0.231099]],
  "forces_ev_per_a": [[-0.47, -1.17, 0.27], [0.26, 0.25, -0.08], [0.38, -0.01, -0.10], [0.25, 2.22, -0.47], [-1.31, -0.33, 0.56], [0.04, 0.27, 0.07], [0.00, 0.25, -0.01], [2.62, -0.17, -1.42], [-2.39, -1.10, 0.75], [0.11, 0.15, -0.12], [0.03, 0.30, -1.02], [0.40, -0.10, 1.15], [-0.75, -0.23, -0.73], [-0.20, -0.11, 1.49], [0.52, -0.51, -1.21], [0.24, -0.44, -0.32], [-0.01, 0.04, 0.01], [0.09, -0.02, 0.22], [-0.22, -0.09, 0.09], [0.29, 0.17, -0.64], [-0.03, 0.43, 0.05], [0.50, -0.32, 0.12], [0.01, 0.49, 0.17], [-0.15, -0.07, 0.08], [-0.50, 0.11, 0.39], [0.71, 0.27, 0.40], [-0.57, -0.23, 0.23], [0.82, 0.44, 0.54], [-0.96, 0.98, -1.70], [-0.38, 0.12, 0.41], [0.07, 0.74, -0.10], [0.40, -0.85, 0.27], [1.02, -1.76, 0.19], [0.03, -0.37, -0.03], [0.04, -0.28, -0.09], [-0.14, 0.01, 0.06], [-0.20, -0.30, 0.01], [-0.04, -0.34, 0.59], [-0.03, -0.33, -0.31], [-0.27, 0.30, -0.14], [-0.20, 0.32, -0.20], [-0.03, 0.00, 0.03], [-0.32, 0.89, -0.38], [0.24, 0.45, 0.80], [0.75, 0.28, 1.42], [-0.87, -0.63, 0.62], [-0.10, -1.35, -0.57], [-0.28, 0.53, 0.26], [-0.26, 1.64, 0.14], [0.17, 0.35, 0.93], [-0.62, 0.08, -0.03], [-0.11, 0.57, -0.86], [0.33, -0.17, -0.36], [0.47, -0.23, -0.28], [0.61, 0.20, 0.10], [0.02, -0.25, -0.34], [-0.02, -0.74, -0.02], [0.01, -0.09, 0.22], [0.15, -0.47, -0.18], [-0.06, -0.27, -0.69], [-0.13, 0.45, -0.25], [0.64, -0.08, 0.11], [0.29, 0.47, 1.15], [0.32, -0.09, -1.56], [0.59, -0.01, 0.43], [-1.09, 0.32, 0.38], [0.33, 0.42, -0.52], [-0.52, 0.38, -2.47], [-0.01, 0.21, 0.75], [-0.24, -0.55, 0.89], [0.71, -0.01, 0.82], [0.77, -0.31, 0.45], [0.11, 0.13, 0.10], [-0.46, 0.43, -0.39], [-0.58, -0.39, 0.06], [-0.48, -0.18, 0.32], [-0.08, -0.28, 0.39], [0.21, -0.04, -0.06], [-0.37, -0.06, 0.13], [0.34, -0.42, -0.02], [-0.05, 0.13, -0.15], [0.13, 0.28, 0.22], [0.39, -0.10, -0.35], [-0.23, 0.14, -0.01], [0.10, -0.37, -0.23], [0.18, 0.05, 0.20], [-0.56, -0.06, -0.40], [-0.23, -0.15, -0.23], [-0.11, -0.01, 0.10], [-0.17, 0.16, -0.04], [0.13, 0.05, -0.06]],
  "homo_lumo_gap_ha": 0.2036,
  "de_lowest_kj_mol": 0.00,
  "e_tot_ev": -43015.2111,
  "charge": 1
}


(2)
{
  "formula": "C21H60ClN9O10P3",
  "method": "ωB97M-V/def2-TZVPD",
  "elements": ["Cl", "O", "O", "O", "O", "O", "P", "N", "C", "C", "N", "C", "C", "N", "C", "C", "H", "H", "H", "H", "H", "H", "H", "H", "H", "H", "H", "H", "H", "H", "H", "H", "H", "H", "O", "P", "N", "C", "C", "N", "C", "C", "N", "C", "C", "H", "H", "H", "H", "H", "H", "H", "H", "H", "H", "H", "H", "H", "H", "H", "H", "H", "H", "O", "P", "N", "C", "C", "N", "C", "C", "N", "C", "C", "H", "H", "H", "H", "H", "H", "H", "H", "H", "H", "H", "H", "H", "H", "H", "H", "H", "H", "C", "O", "C", "O", "O", "C", "H", "H", "H", "H", "H", "H"],
  "positions_angstrom": [[-12.229350, 13.109270, -21.356050], [-13.143880, 13.869020, -22.166170], [-12.893030, 12.394120, -20.300930], [-11.736740, 12.136960, -22.344150], [-11.105770, 13.890260, -20.885810], [-8.149390, 11.400550, -25.573220], [-6.867220, 12.010700, -25.095160], [-6.481680, 11.854930, -23.458950], [-6.618410, 10.569090, -22.896340], [-5.364040, 12.562490, -22.778380], [-6.899630, 13.777330, -25.415150], [-6.789440, 14.365780, -26.813720], [-7.470370, 14.746330, -24.405560], [-5.435170, 11.521320, -25.889760], [-4.114080, 12.038670, -25.493380], [-5.448100, 10.223830, -26.501280], [-7.608420, 10.193700, -23.155310], [-6.615820, 10.434100, -21.814730], [-5.883950, 9.886440, -23.323720], [-5.324070, 13.610450, -23.075510], [-4.421250, 12.018130, -22.724400], [-5.561420, 12.847760, -21.745050], [-7.105990, 13.620620, -27.543540], [-7.244790, 15.341330, -26.984220], [-5.710980, 14.398150, -26.968540], [-8.197750, 14.263170, -23.753200], [-6.752340, 15.258120, -23.764780], [-7.968210, 15.590790, -24.882160], [-3.396270, 12.080850, -26.312560], [-4.202190, 13.060740, -25.124980], [-3.673050, 11.339760, -24.782660], [-4.701130, 10.039890, -27.273480], [-6.399470, 10.045880, -27.002600], [-5.383600, 9.433640, -25.753250], [-11.720760, 7.323530, -24.655980], [-11.512730, 5.917700, -24.306250], [-11.040510, 5.604380, -22.698960], [-10.879470, 6.806320, -21.835760], [-10.843100, 4.287820, -22.149820], [-10.130870, 5.219480, -25.105210], [-9.813260, 5.854500, -26.395990], [-9.737610, 3.874030, -24.959240], [-12.851820, 4.937830, -24.553110], [-14.098090, 5.270850, -23.946530], [-13.081400, 4.163370, -25.853690], [-9.807560, 6.984360, -21.749740], [-11.085790, 6.533760, -20.800740], [-11.294420, 7.664560, -22.364280], [-11.227650, 3.503080, -22.801270], [-11.265590, 4.325850, -21.145750], [-9.775890, 4.085460, -22.059210], [-10.060040, 6.916070, -26.379770], [-8.738260, 5.939320, -26.554980], [-10.178660, 5.281260, -27.248030], [-9.142780, 3.663890, -24.070360], [-10.538760, 3.143920, -24.844380], [-9.100810, 3.516080, -25.768220], [-14.551560, 6.190120, -24.317220], [-14.895530, 4.538010, -24.069550], [-13.978210, 5.390140, -22.869730], [-12.686140, 4.707520, -26.711460], [-14.111420, 3.849290, -26.022540], [-12.428290, 3.290720, -25.858460], [-16.779850, 10.328550, -23.717140], [-18.005070, 10.134650, -22.853700], [-17.684690, 10.181880, -21.105960], [-18.007910, 11.401940, -20.309750], [-16.865970, 9.185340, -20.454020], [-18.936420, 8.686310, -23.060970], [-19.215220, 7.774870, -21.968340], [-19.481330, 8.361470, -24.332470], [-19.270340, 11.306610, -23.225970], [-19.063730, 12.480490, -24.089160], [-20.563730, 11.165840, -22.645440], [-17.369870, 12.267030, -20.490380], [-17.827640, 11.150850, -19.264500], [-19.084840, 11.553360, -20.383170], [-16.483490, 8.580990, -21.276560], [-17.508460, 8.584120, -19.810710], [-16.090860, 9.720640, -19.905600], [-18.390080, 7.065040, -21.910240], [-19.362770, 8.165190, -20.961380], [-20.150070, 7.229940, -22.099540], [-18.801890, 7.686270, -24.852630], [-20.327840, 7.685820, -24.209950], [-19.752210, 9.169750, -25.011740], [-18.450770, 12.229110, -24.954710], [-19.951820, 12.855680, -24.597720], [-18.586170, 13.263380, -23.499980], [-21.314940, 11.764550, -23.160540], [-20.566700, 11.512610, -21.612070], [-20.921250, 10.138240, -22.579640], [-13.285470, 19.930980, -21.827070], [-12.008950, 19.357100, -21.442070], [-10.827310, 19.540010, -22.214360], [-10.732700, 20.315800, -23.169010], [-9.858150, 18.637680, -21.933390], [-9.566190, 18.165550, -20.628500], [-13.540580, 20.823720, -21.256080], [-14.086490, 19.197410, -21.735740], [-13.216600, 20.256680, -22.864990], [-10.445180, 17.837510, -20.073660], [-9.108120, 18.826450, -19.892650], [-8.887770, 17.320890, -20.748490]],
  "forces_ev_per_a": [[0.93, -2.31, -3.97], [-0.85, 1.64, 1.26], [-0.15, 0.56, 0.84], [0.62, -0.15, 1.35], [-0.53, 0.36, 0.67], [2.29, -0.26, 0.81], [-0.62, 3.19, -1.29], [0.82, 2.24, 1.17], [-1.48, -2.20, -0.45], [-1.05, 1.28, 0.07], [-0.38, 0.12, 1.09], [1.40, -2.30, 1.17], [-0.02, -0.82, -0.40], [-0.35, 0.99, -0.72], [-0.66, -0.43, -0.19], [-0.75, -0.89, -0.22], [-0.04, -0.26, -0.26], [0.38, 0.92, 0.13], [0.28, -0.41, 0.11], [0.72, -0.25, -1.17], [0.09, 0.10, -0.61], [-0.86, -1.05, 0.54], [-0.55, 0.18, -0.05], [-0.18, -0.29, 0.49], [0.16, 0.69, -0.44], [-0.02, -0.07, -0.06], [0.62, -0.35, 0.07], [-0.24, -0.35, -0.42], [-0.32, -0.12, -0.52], [-0.04, -0.26, 0.29], [0.19, 0.28, 0.48], [0.39, 0.46, 0.15], [-0.16, 0.20, 0.09], [0.34, -0.34, 0.10], [0.20, 0.11, 0.14], [1.81, -1.77, 1.07], [-1.78, 1.61, -1.27], [1.74, -1.53, -0.71], [0.47, 0.82, 0.12], [-1.85, 2.23, -1.03], [0.85, 0.08, 0.35], [0.67, -1.75, 0.60], [-0.23, -2.17, -2.18], [-0.98, 0.96, 1.21], [1.98, 0.70, 0.67], [0.40, 0.38, -0.20], [-1.17, 0.46, -0.02], [-0.47, -0.01, 0.79], [-0.49, 0.15, 0.33], [-0.23, -0.68, 0.08], [0.28, -0.13, 0.28], [-0.84, -0.28, -0.13], [0.39, -0.52, 0.31], [-0.46, 0.25, -0.20], [0.27, 0.44, 0.22], [-0.45, 0.01, -0.38], [-0.16, 0.28, -0.34], [0.19, 0.37, -0.13], [0.44, -0.54, -0.16], [0.08, 0.12, 0.12], [-0.50, 0.43, -0.15], [0.12, 0.36, 0.33], [-0.26, -0.37, 0.27], [-2.47, -0.58, 1.26], [-0.04, 0.96, 0.24], [-1.55, 1.42, -2.29], [-0.04, -1.47, -0.14], [-0.36, 0.53, -0.96], [0.61, 2.25, 1.84], [0.29, -0.66, 0.09], [0.19, -1.61, -0.86], [1.55, -1.09, -0.55], [0.97, -0.43, 0.08], [-0.56, 0.03, 0.98], [-0.23, 0.08, -0.50], [0.00, -0.17, 0.09], [0.22, 0.71, -0.07], [0.58, -0.33, 0.48], [0.30, -0.25, 0.36], [0.31, -0.53, 0.00], [-0.14, -0.49, 0.27], [0.40, 0.85, -0.24], [-0.01, -0.12, -0.64], [0.41, 0.18, -0.56], [-0.54, 0.40, 0.22], [0.14, 0.31, 0.43], [0.57, -0.12, 0.36], [-0.55, -0.19, 0.70], [-0.03, 0.35, -0.36], [0.11, -0.06, -0.23], [-0.23, 0.22, 0.28], [0.12, -0.19, -0.34], [0.90, 0.48, -1.00], [1.75, -0.04, -0.40], [-1.86, 0.68, -1.57], [-0.35, -1.82, 2.62], [-0.44, 1.58, 0.08], [-0.56, -1.09, 1.25], [0.32, -0.15, 0.37], [0.45, -0.23, 0.19], [-0.04, -0.12, -0.07], [-0.28, -0.34, -0.54], [0.34, 0.94, -0.78], [-0.23, 0.05, -0.18]],
  "homo_lumo_gap_ha": 0.2636,
  "de_lowest_kj_mol": 631.60,
  "e_tot_ev": -97018.4961,
  "charge": -1
}